9
Properties=species:S:1:pos:R:3 method="wB97M-V/def2-TZVPD" de_lowest_kcal_mol=64.32 total_energy_ev=-12327.2149 orbital_gap_ev="3.730 / 3.729" multiplicity=1 total_charge=+1
H -2.293 0.388 -2.553
C 1.058 -0.061 -0.813
C 0.628 -0.157 0.595
O -0.721 0.172 0.669
Li -1.116 0.557 -1.243
Pb -2.016 0.131 2.137
F 2.314 -0.367 -0.927
H 1.285 0.520 1.186
H 0.861 -1.185 0.951